(1)
DFT (ωB97M-V/def2-TZVPD) results for C3H7N3O3 in the gas phase.

Results
**SMILES string**: CN(O)C(=O)N(N)C=O
**Molecular weight**: 133.11 g/mol
**HOMO-LUMO gap**: 10.070 eV

CARTESIAN COORDINATES (ANGSTROEM)
C1 -1.45186 -0.52763 -1.89353
N1 -0.84232 -0.41599 -0.59166
O1 -1.22928 -1.45200 0.34897
C2 0.11309 0.51439 -0.30725
O2 0.31745 1.56094 -0.92842
N2 0.79716 0.37985 0.93709
N3 1.41509 1.54161 1.42640
C3 1.54208 -0.78422 1.25684
O3 1.21851 -1.97179 0.94998
H1 -1.21903 -1.55840 -2.25720
H2 -2.57448 -0.22139 -1.96859
H3 -0.76246 0.11525 -2.62460
H4 -1.93707 -1.00668 0.77716
H5 1.31004 2.40715 0.54728
H6 0.72564 1.84869 2.44506
H7 2.57745 -0.42977 1.88248



(2)
DFT (ωB97M-V/def2-TZVPD) results for C3H7N3O3 in the gas phase.

Results
**SMILES string**: CN(N)/C(=N/O)C(=O)O
**Molecular weight**: 133.11 g/mol
**HOMO-LUMO gap**: 9.031 eV

CARTESIAN COORDINATES (ANGSTROEM)
C1 -1.14557 0.01851 1.95441
N1 0.14643 0.23104 1.31730
N2 1.24334 0.11308 2.15365
C2 0.34935 -0.05585 -0.01433
N3 1.59345 -0.09431 -0.42548
O1 1.52889 -0.17993 -1.77688
C3 -0.86567 -0.07702 -0.88679
O2 -1.52315 -1.09708 -0.95883
O3 -1.29542 1.02771 -1.46148
H1 -2.00091 0.30816 1.26543
H2 -1.38942 -1.08210 2.25341
H3 -1.20621 0.64581 2.85151
H4 1.71732 0.99536 2.02066
H5 1.84798 -0.57891 1.64455
H6 2.45867 -0.07248 -1.99385
H7 -2.02125 0.71603 -2.10218



Energy ordering: (2) at the bottom, the next structure 0.0703 hartree above.



(1)
DFT (ωB97M-V/def2-TZVPD) results for a molecular structure, CH6N2P.

Results
**Molecular weight**: 77.05 g/mol
**HOMO-LUMO gap**: 10.083 eV
**Charge**: +1

CARTESIAN COORDINATES (ANGSTROEM)
C1 -0.05808 0.17433 0.27038
N1 -1.31545 0.53247 0.41762
N2 0.31057 -0.97035 -1.25960
P1 1.33848 0.17023 1.25134
H1 -2.06034 0.27214 -0.26737
H2 -1.63883 1.16220 1.04731
H3 0.89617 -1.56427 -0.69202
H4 -0.59352 -1.44525 -1.32214
H5 2.11884 -0.17496 0.19806
H6 1.54333 1.58705 1.25571



(2)
DFT (ωB97M-V/def2-TZVPD) results for 2 unconnected molecules or ions with the total composition CH6N2P.

Results
**Molecular weight**: 77.05 g/mol
**HOMO-LUMO gap**: 11.374 eV
**Charge**: +1

CARTESIAN COORDINATES (ANGSTROEM)
C1 -2.29762 0.09076 0.40787
N1 1.17536 0.97835 -0.13423
N2 -3.40633 0.17995 0.08878
P1 0.87121 -0.67339 -0.08150
H1 1.89471 1.35838 -0.73836
H2 0.88260 1.58925 0.73397
H3 -4.34728 0.51382 0.04161
H4 0.25581 -0.60664 1.16536
H5 -0.08253 -1.08053 -1.02693
H6 1.92639 -1.57313 -0.32498



Energy ordering: (2) at the bottom, the next structure 0.0424 hartree above.



(1)
DFT (ωB97M-V/def2-TZVPD) results for 2 unconnected molecules or ions with the total composition C5H12NP.

Results
**Molecular weight**: 117.13 g/mol
**HOMO-LUMO gap (spin up / spin down)**: 8.299 / 7.318 eV

CARTESIAN COORDINATES (ANGSTROEM)
C1 -1.21671 -1.42173 1.12605
C2 -1.45552 -0.69405 0.09978
C3 -2.36352 -0.02930 -0.80543
C4 1.33709 1.44725 0.89591
C5 0.96437 1.16915 -0.55807
N1 0.79013 -0.20788 -0.92057
P1 1.51772 -1.41742 -0.11255
H1 -0.17558 -1.74743 1.32337
H2 -1.93430 -1.77901 1.85322
H3 -1.85304 0.74142 -1.38445
H4 -3.18009 0.43842 -0.24711
H5 -2.77414 -0.75927 -1.50366
H6 1.44659 2.51357 1.07174
H7 0.56539 1.05637 1.55375
H8 2.27400 0.94886 1.13194
H9 0.03506 1.70190 -0.80827
H10 1.74246 1.58461 -1.21308
H11 1.39386 -2.36238 -1.14040
H12 2.88623 -1.18307 -0.36217



(2)
DFT (ωB97M-V/def2-TZVPD) results for C5H12NP in the gas phase.

Results
**SMILES string**: CCCC/N=P/C
**Molecular weight**: 117.13 g/mol
**HOMO-LUMO gap**: 8.750 eV

CARTESIAN COORDINATES (ANGSTROEM)
C1 0.82516 2.07721 -0.22871
C2 -0.50630 1.91870 -1.10961
C3 -0.94261 0.49110 -1.13729
C4 -1.28858 -0.16567 0.16578
N1 -0.31244 -1.00567 0.76541
P1 0.74011 -1.88586 0.10629
C5 1.23775 -2.97205 1.46623
H1 1.67935 1.54673 -0.49083
H2 0.63403 1.60161 0.74057
H3 1.21119 3.03526 -0.00936
H4 -0.26084 2.36055 -2.18174
H5 -1.35484 2.57155 -0.86544
H6 -1.81602 0.34532 -1.82001
H7 -0.22194 -0.22726 -1.64236
H8 -1.25224 0.78998 0.87675
H9 -2.23549 -0.66400 0.37966
H10 1.03799 -2.64439 2.44350
H11 0.52386 -3.78479 1.26543
H12 2.30183 -3.38833 1.27573



Energy ordering: (2) at the bottom, the next structure 0.0990 hartree above.



(1)
DFT (ωB97M-V/def2-TZVPD) results for a gas-phase ion, C5H14N2O (charge +1).

Results
**Molecular weight**: 118.18 g/mol
**HOMO-LUMO gap (spin up / spin down)**: 9.436 / 3.880 eV
**Charge**: +1
**2S+1**: 2

CARTESIAN COORDINATES (ANGSTROEM)
C1 0.73466 0.51701 0.43965
N1 1.19397 0.64092 -0.99511
C2 2.56680 1.06181 -0.87552
O1 2.66082 2.15148 0.03916
C3 -0.74537 0.16364 0.41116
C4 -0.86818 -1.38293 0.63710
C5 -2.29579 -1.90017 0.70747
N2 -3.18097 -1.31679 -0.32256
H1 1.27200 -0.14428 1.17224
H2 0.92100 1.44191 1.17655
H3 0.59363 1.13686 -1.62146
H4 3.07324 1.11432 -1.85981
H5 3.21734 0.16513 -0.48008
H6 2.50206 3.06713 -0.37501
H7 -1.16532 0.78854 1.25439
H8 -1.18660 0.41685 -0.59344
H9 -0.39690 -1.63215 1.47113
H10 -0.38629 -1.80157 -0.22018
H11 -2.79848 -1.48561 1.67759
H12 -2.34346 -3.05701 0.68697
H13 -2.93624 -1.78301 -1.22381
H14 -4.09632 -1.46402 -0.07382



(2)
DFT (ωB97M-V/def2-TZVPD) results for a gas-phase ion, C5H14N2O (charge +1).

Results
**Molecular weight**: 118.18 g/mol
**HOMO-LUMO gap (spin up / spin down)**: 11.631 / 5.361 eV
**Charge**: +1
**2S+1**: 2

CARTESIAN COORDINATES (ANGSTROEM)
C1 0.18800 -0.18093 -2.36252
N1 -0.43114 0.45243 -1.13644
C2 0.41935 0.20294 -0.03338
C3 1.35051 1.42241 0.34322
O1 1.37690 2.26013 -0.81096
C4 -0.47655 -0.28177 1.22061
N2 -0.78323 -1.67706 0.87008
C5 -1.66058 -2.25548 1.96369
H1 1.31927 -0.00700 -2.28822
H2 -0.25792 0.27787 -3.22675
H3 0.22311 -1.26901 -2.36554
H4 -0.46470 1.47377 -1.36702
H5 1.15193 -0.56251 -0.17122
H6 1.15175 1.99367 1.24106
H7 2.34490 1.01381 0.39922
H8 1.98208 2.98194 -0.60020
H9 0.13959 -0.23989 2.10179
H10 -1.36533 0.30597 1.30426
H11 -1.37180 -1.58255 0.04283
H12 -1.28294 -2.02219 2.96719
H13 -1.53417 -3.32279 1.90700
H14 -2.65885 -1.83499 1.93302



Energy ordering: (2) at the bottom, the next structure 0.0338 hartree above.



(1)
DFT (ωB97M-V/def2-TZVPD) results for C4H7NO2 in the gas phase.

Results
**Molecular weight**: 101.10 g/mol
**HOMO-LUMO gap (spin up / spin down)**: 6.748 / 7.642 eV
**2S+1**: 3

CARTESIAN COORDINATES (ANGSTROEM)
C1 0.12470 0.44467 -0.03073
C2 1.37675 1.09265 0.02240
C3 -0.99495 1.10416 -0.79746
C4 -0.38630 -2.03432 0.19208
N1 0.30859 -0.76863 0.48976
O1 1.60718 -0.92284 1.05246
O2 1.92967 2.11804 0.58288
H1 -0.67197 1.06666 -1.84217
H2 -1.97440 0.57366 -0.76116
H3 -1.12167 2.19731 -0.51376
H4 0.20548 -2.76365 0.63757
H5 -1.45214 -2.13548 0.51208
H6 -0.33788 -2.36950 -0.89645
H7 1.38694 2.39728 1.35249



(2)
DFT (ωB97M-V/def2-TZVPD) results for 2 unconnected molecules or ions with the total composition C4H7NO2.

Results
**Molecular weight**: 101.10 g/mol
**HOMO-LUMO gap (spin up / spin down)**: 3.979 / 9.688 eV
**2S+1**: 3

CARTESIAN COORDINATES (ANGSTROEM)
C1 -3.49556 0.27138 0.23252
C2 1.74883 -0.60007 -0.57085
C3 0.93417 -1.17050 0.61823
C4 0.26961 -0.44903 -0.59297
N1 0.18583 1.22227 -0.26385
O1 -4.19214 -0.62442 0.00495
O2 -2.73930 1.12164 0.46648
H1 2.45623 0.19842 -0.48738
H2 2.29749 -1.36131 -1.14944
H3 0.69070 -2.30234 0.73360
H4 1.26901 -0.68394 1.64287
H5 1.02349 1.52419 -0.73636
H6 0.24651 1.27516 0.74996
H7 -0.69489 1.57855 -0.64776



Energy ordering: (1) at the bottom, the next structure 0.0030 hartree above.



(1)
DFT (ωB97M-V/def2-TZVPD) results for C3H6P2 in the gas phase.

Results
**SMILES string**: C1=PCPC1
**Molecular weight**: 104.03 g/mol
**HOMO-LUMO gap**: 9.476 eV

CARTESIAN COORDINATES (ANGSTROEM)
C1 0.99806 1.01926 0.03637
P1 1.91987 -0.37460 0.10697
C2 0.49901 -1.47147 -0.19404
P2 -1.17242 -0.74071 0.11595
C3 -0.49127 0.97639 -0.08966
H1 1.67879 1.80755 -0.04761
H2 0.48706 -1.62859 -1.32785
H3 0.62172 -2.44458 0.24365
H4 -1.23302 -0.84534 1.58084
H5 -0.91019 1.74130 0.67912
H6 -0.83521 1.33815 -1.00725



(2)
DFT (ωB97M-V/def2-TZVPD) results for a molecular structure, C3H6P2.

Results
**Molecular weight**: 104.03 g/mol
**HOMO-LUMO gap**: 7.691 eV

CARTESIAN COORDINATES (ANGSTROEM)
C1 -0.56688 0.22754 0.08674
C2 0.27979 1.37643 0.01098
C3 0.61085 -1.39042 -0.04854
P1 -2.12978 -0.02373 -0.90165
P2 -1.97649 -0.07801 1.09651
H1 0.81082 1.35911 0.94669
H2 -0.24476 2.37626 -0.06627
H3 1.06179 1.15609 -0.82598
H4 -0.15212 -2.02623 0.34251
H5 1.52254 -1.51495 0.52975
H6 0.78423 -1.46209 -1.17074



Energy ordering: (1) at the bottom, the next structure 0.0614 hartree above.



(1)
DFT (ωB97M-V/def2-TZVPD) results for C3H2Br2P2 in the gas phase.

Results
**SMILES string**: BrC1=C[PH]#P=C1Br
**Molecular weight**: 259.81 g/mol
**HOMO-LUMO gap**: 8.035 eV

CARTESIAN COORDINATES (ANGSTROEM)
Br1 -1.50031 -2.20917 -0.01339
C1 -0.46854 -0.67325 -0.05517
C2 0.89717 -0.75693 -0.24974
P1 1.66833 0.90068 -0.53311
P2 -0.09625 1.99229 -0.05737
C3 -1.07154 0.60460 -0.00057
Br2 -2.88899 0.73349 0.28026
H1 1.61612 -1.53859 -0.12226
H2 1.84402 0.94687 0.75134



(2)
DFT (ωB97M-V/def2-TZVPD) results for C3H2Br2P2 in the gas phase.

Results
**Molecular weight**: 259.81 g/mol
**HOMO-LUMO gap (spin up / spin down)**: 6.056 / 6.720 eV

CARTESIAN COORDINATES (ANGSTROEM)
C1 -1.07322 -1.23292 -0.36188
C2 -0.21497 -0.14992 -0.17052
C3 2.62899 -0.24245 -0.84974
P1 -0.07223 -2.65758 0.05462
P2 1.48262 -0.93212 0.24099
Br1 -0.83765 1.73807 -0.37219
Br2 4.32356 0.54345 -0.07284
H1 -2.03504 -1.41856 -0.74780
H2 1.53435 -0.73404 1.58623



Energy ordering: (1) at the bottom, the next structure 0.1716 hartree above.



(1)
DFT (ωB97M-V/def2-TZVPD) results for a molecular structure, C8H16N3.

Results
**Molecular weight**: 154.24 g/mol
**HOMO-LUMO gap**: 10.446 eV
**Charge**: +1

CARTESIAN COORDINATES (ANGSTROEM)
C1 1.65509 -0.93872 0.03605
C2 -1.70848 -0.67033 0.39923
C3 -0.71342 -1.08816 -0.72368
C4 0.64707 1.26383 -0.02619
C5 2.84459 -1.64453 0.53991
C6 -3.19773 -0.83274 0.21060
C7 0.23130 1.97883 1.13958
C8 0.83450 1.98733 -1.31536
N1 1.59350 0.32166 0.16542
N2 0.59133 -1.61515 -0.42395
N3 -0.95341 0.25527 -0.37930
H1 -1.51448 -0.59351 1.50195
H2 -1.12505 -1.52275 -1.62673
H3 3.02855 -2.58706 0.08331
H4 2.61705 -1.84890 1.59956
H5 3.85881 -1.23639 0.21644
H6 -3.43348 -0.97475 -0.80250
H7 -3.78257 0.11679 0.58160
H8 -3.66260 -1.75229 0.78254
H9 0.96319 2.63439 1.54147
H10 0.04023 1.29790 1.98263
H11 -0.71117 2.66458 0.87925
H12 0.03382 2.21726 -1.93320
H13 1.41709 1.33806 -2.00590
H14 1.34442 2.87098 -1.13687
H15 0.66401 -2.60928 -0.32105
H16 -1.56218 0.96769 -0.96482



(2)
DFT (ωB97M-V/def2-TZVPD) results for a molecular structure, C8H16N3.

Results
**Molecular weight**: 154.24 g/mol
**HOMO-LUMO gap**: 8.708 eV
**Charge**: +1

CARTESIAN COORDINATES (ANGSTROEM)
C1 1.94181 -1.35872 0.24262
C2 1.13275 -1.63232 -0.92068
C3 1.86225 -0.19104 0.92424
C4 0.05048 -0.87942 -1.23639
C5 1.24428 1.10157 0.49451
C6 -0.33776 0.47921 -0.53319
C7 -0.98887 -1.06403 1.33770
C8 -2.65271 -0.16834 -0.18814
N1 -0.89002 1.31156 -1.54230
N2 -1.35797 0.19899 0.49826
N3 2.11315 2.02918 -0.06045
H1 2.51982 -2.15238 0.73391
H2 1.52159 -2.45627 -1.48256
H3 2.51628 -0.21384 1.77640
H4 -0.40723 -0.94180 -2.18007
H5 0.72542 1.47072 1.37999
H6 0.07017 -0.99057 1.44558
H7 -1.53864 -1.01343 2.19348
H8 -1.21934 -1.91519 0.73053
H9 -2.30191 -1.01218 -0.76593
H10 -3.43744 -0.47433 0.53593
H11 -3.03827 0.58640 -0.75899
H12 -1.00732 2.26865 -1.16133
H13 -0.26850 1.30879 -2.39671
H14 2.05462 3.03049 0.22922
H15 -1.33132 0.93435 1.11086
H16 3.02468 1.74392 -0.40650



Energy ordering: (1) at the bottom, the next structure 0.0245 hartree above.